Record 1
{
  "formula": "C6H9N3S",
  "method": "ωB97M-V with the def2-TZVPD basis set",
  "spin_multiplicity": 1,
  "total_energy_ha": -796.2243,
  "homo_lumo_gap_ha": [0.280, 0.282],
  "e_homo_ev": [-8.50, -8.50],
  "lumo_ev": [-0.8873, -0.8133],
  "charge": 0,
  "de_lowest_kj_mol": 630.1,
  "symbols": ["C", "C", "C", "C", "C", "C", "N", "N", "N", "S", "H", "H", "H", "H", "H", "H", "H", "H", "H"],
  "positions_angstrom": [[0.1244, 1.2627, -0.6635], [1.5327, 1.2018, -0.4910], [-0.4690, 0.0415, -0.4585], [2.0091, 0.0054, -0.0730], [-2.3880, -1.5606, 0.1130], [-1.9222, -0.3867, -0.6797], [3.6410, -1.4750, 0.6096], [4.3905, 0.9038, -0.9977], [3.2096, -0.3426, 0.3046], [0.6065, -1.1472, 0.0486], [-0.4734, 2.1143, -1.0736], [2.1436, 2.1621, -0.7310], [-2.4443, -1.3095, 1.1269], [-1.7387, -2.3649, 0.0601], [-3.4347, -1.8902, -0.3287], [-2.5595, 0.4705, -0.4514], [-2.1551, -0.4128, -1.7402], [4.6179, -1.5216, 0.6068], [4.9361, -0.0755, -1.1676]],
  "forces_ev_per_a": [[-0.4, 0.0, -0.8], [0.2, 3.7, -0.8], [-1.1, -0.3, -0.2], [-3.8, -1.7, 0.6], [-3.1, 0.0, -2.1], [0.4, 2.1, -0.3], [-4.1, 0.1, -0.2], [1.4, -2.9, 0.0], [4.8, -0.2, -1.0], [1.5, 0.1, 0.2], [0.9, -0.7, 0.6], [-0.8, -2.2, 0.7], [-0.5, 0.4, 1.6], [1.2, -1.8, -0.4], [2.0, 0.5, 1.2], [0.1, 0.2, 0.5], [0.5, -0.8, -0.4], [2.1, 0.7, 0.4], [-1.3, 2.6, 0.3]],
  "lowdin_charge": [-0.1227, -0.1122, -0.5494, -0.5715, -0.1362, -0.2747, 0.1198, 0.0230, -0.1752, 1.1001, 0.1295, 0.1409, 0.0598, 0.0136, 0.1305, 0.1127, 0.1134, 0.0283, -0.0298]
}

Record 2
{
  "formula": "C6H9N3S2",
  "method": "ωB97M-V with the def2-TZVPD basis set",
  "spin_multiplicity": 1,
  "total_energy_ha": -1194.6583,
  "homo_lumo_gap_ha": 0.300,
  "e_homo_ev": -7.61,
  "smiles": "Cn1ccn(C)c1=NC(=S)S",
  "lumo_ev": 0.5509,
  "charge": 0,
  "de_lowest_kj_mol": 0.0,
  "symbols": ["C", "C", "C", "C", "C", "C", "N", "N", "N", "S", "S", "H", "H", "H", "H", "H", "H", "H", "H", "H"],
  "positions_angstrom": [[1.8766, -0.4035, -0.1193], [1.5229, 0.8404, 0.2645], [-0.3324, -0.3706, 0.1127], [-2.7134, -0.3200, 0.0304], [0.6353, -2.5366, -0.5823], [-0.6032, 1.9905, 0.8890], [-1.5353, -0.8467, 0.2407], [0.7294, -1.1541, -0.2076], [0.1557, 0.8671, 0.4140], [-4.0921, -0.8226, 0.7534], [-2.8137, 0.9660, -1.2619], [2.8389, -0.8189, -0.3336], [2.1220, 1.7077, 0.4489], [1.2534, -3.1507, 0.0739], [-0.4062, -2.8372, -0.4842], [0.9594, -2.6765, -1.6152], [-0.9322, 2.6192, 0.0577], [-1.4841, 1.6322, 1.4214], [0.0118, 2.5793, 1.5682], [-4.1314, 1.0891, -1.2032]],
  "forces_ev_per_a": [[0.2, 0.5, 0.1], [0.6, -0.3, -0.2], [-0.4, 0.2, 0.1], [-0.6, 0.6, -0.6], [-0.1, -0.4, -0.2], [-0.4, 0.4, 0.1], [0.5, -0.5, 0.2], [-0.1, 0.5, 0.0], [0.1, -0.6, -0.2], [-0.5, -0.1, 0.3], [0.5, -0.3, 0.1], [0.2, 0.0, 0.0], [0.1, 0.1, 0.0], [0.0, 0.0, 0.0], [0.1, 0.0, 0.0], [0.0, 0.0, 0.0], [0.0, -0.1, 0.2], [0.1, 0.0, 0.0], [0.0, -0.1, 0.0], [-0.3, 0.0, 0.1]],
  "lowdin_charge": [-0.0434, -0.0457, -0.3341, -1.2794, -0.0050, -0.0398, 0.0109, -0.0639, -0.0519, 0.5322, 0.6954, 0.1200, 0.1195, 0.0965, 0.0922, 0.0969, 0.0661, 0.0942, 0.0955, -0.1563]
}

Record 3
{
  "formula": "C6H9N4",
  "method": "ωB97M-V with the def2-TZVPD basis set",
  "spin_multiplicity": 1,
  "total_energy_ha": -452.5844,
  "homo_lumo_gap_ha": [0.238, 0.237],
  "e_homo_ev": [-13.55, -13.54],
  "lumo_ev": [-7.0823, -7.1007],
  "charge": 1,
  "de_lowest_kj_mol": 693.3,
  "symbols": ["C", "C", "C", "C", "C", "C", "N", "N", "N", "N", "H", "H", "H", "H", "H", "H", "H", "H", "H"],
  "positions_angstrom": [[-2.6553, -0.6004, 0.0970], [-1.6565, 0.3029, 0.0221], [-0.7362, -1.7195, -0.1160], [1.8945, -0.6340, 0.0437], [-1.5455, 1.7964, 0.0614], [3.2681, 0.1226, -0.1036], [2.1414, -1.8259, 0.2643], [-0.4661, -0.4376, -0.0961], [-2.0502, -1.8842, 0.0247], [0.7806, 0.0980, 0.1072], [-3.7433, -0.5240, 0.2501], [-1.1995, 2.0740, -0.9533], [-2.5099, 2.1442, 0.2365], [-0.7682, 2.1530, 0.6718], [3.9486, -0.6479, 0.2540], [3.6158, 0.8938, 0.6649], [3.4145, 0.3816, -1.1942], [-2.4509, -2.7885, -0.0104], [0.7182, 1.0956, -0.2240]],
  "forces_ev_per_a": [[-0.7, -1.0, 0.2], [0.7, 0.7, 0.6], [2.2, -1.6, 0.4], [0.9, 2.1, 0.6], [0.5, -1.9, -2.5], [0.8, -0.4, 0.3], [-1.4, -1.0, -0.5], [-1.6, -0.9, 0.3], [1.2, 2.1, -0.2], [-1.4, 2.8, -1.1], [0.9, 0.3, -0.3], [-0.6, 0.3, 0.2], [-1.3, 1.3, 0.5], [0.5, 0.5, 1.6], [0.7, -0.3, -0.9], [-1.7, -0.4, -1.0], [-0.1, -0.3, 1.4], [-0.7, -0.6, 0.0], [1.1, -1.5, 0.4]],
  "lowdin_charge": [0.0184, -0.2163, 0.0046, -0.4744, 0.0089, 0.0327, 0.4091, -0.0690, 0.0902, 0.1315, 0.1480, 0.1109, 0.0784, 0.0684, 0.0747, 0.1331, 0.1233, 0.1455, 0.1821]
}

Record 4
{
  "formula": "C6H9N4",
  "method": "ωB97M-V with the def2-TZVPD basis set",
  "spin_multiplicity": 1,
  "total_energy_ha": -452.6210,
  "homo_lumo_gap_ha": [0.248, 0.213],
  "e_homo_ev": [-11.32, -10.93],
  "lumo_ev": [-4.5823, -5.1403],
  "charge": 1,
  "de_lowest_kj_mol": 597.1,
  "symbols": ["C", "C", "C", "C", "C", "C", "N", "N", "N", "N", "H", "H", "H", "H", "H", "H", "H", "H", "H"],
  "positions_angstrom": [[0.3208, 0.8661, -2.4521], [1.5658, 1.0898, -0.4360], [-0.0140, -0.2383, -0.5636], [-2.7032, -2.2458, 2.1405], [-2.0206, -1.2672, 0.1083], [2.6230, 1.3978, 0.4515], [-0.4335, 0.0354, -1.7569], [-2.7999, -1.4720, 1.1521], [1.3962, 1.4730, -1.6957], [-0.7497, -0.8545, 0.3952], [-0.0775, 1.2233, -3.3745], [-1.7916, -2.9542, 2.2999], [-3.2970, -1.9798, 3.0500], [-2.4226, -0.8216, -0.7551], [2.7545, 0.6464, 1.2663], [3.5436, 1.5073, -0.1579], [2.5274, 2.4164, 1.0165], [2.0476, 2.2032, -2.0803], [-0.4693, -1.0253, 1.3917]],
  "forces_ev_per_a": [[-0.1, 0.4, 1.9], [-5.7, -3.1, -2.2], [4.3, 3.1, 0.6], [1.9, 0.1, 1.9], [2.1, 1.8, 1.5], [2.0, 1.6, 2.2], [1.0, 0.2, -0.4], [-1.5, -0.9, 0.4], [-0.2, -0.2, 0.0], [-1.3, -0.9, 0.4], [0.7, 0.4, -0.6], [-1.7, 0.7, -0.5], [0.2, -0.7, -1.0], [-0.5, -0.3, -1.4], [0.0, 0.5, -0.9], [-0.1, -0.2, 0.6], [-0.3, -1.6, -1.1], [-1.1, -1.1, 0.1], [0.3, 0.5, -1.6]],
  "lowdin_charge": [-0.1013, -0.0884, -0.1376, 0.0244, -0.1004, -0.0752, 0.0639, 0.0207, 0.0739, 0.1146, 0.1173, 0.1263, 0.1062, 0.1250, 0.1036, 0.1021, 0.1399, 0.1981, 0.1870]
}

Record 5
{
  "formula": "C6H9N5",
  "method": "ωB97M-V with the def2-TZVPD basis set",
  "spin_multiplicity": 3,
  "total_energy_ha": -507.5910,
  "homo_lumo_gap_ha": [0.244, 0.291],
  "s2": 2.05,
  "e_homo_ev": [-6.42, -9.57],
  "lumo_ev": [0.2167, -1.6454],
  "charge": 0,
  "de_lowest_kj_mol": 73.4,
  "symbols": ["C", "C", "C", "C", "C", "C", "N", "N", "N", "N", "N", "H", "H", "H", "H", "H", "H", "H", "H", "H"],
  "positions_angstrom": [[-1.3991, -0.6864, -0.8230], [-2.7882, -0.9886, 0.8513], [-0.5573, -0.9077, 1.3404], [1.3562, -1.9473, 2.1399], [1.6086, 2.3974, -1.2003], [0.6170, 1.2637, -1.5802], [-2.5622, -0.9558, -0.4268], [-0.2660, -0.3950, -0.0014], [-1.8071, -0.9832, 1.7324], [0.2046, -1.3545, 2.2937], [0.6771, 0.4228, -0.4281], [-1.1009, -0.7216, -1.8796], [-3.6896, -1.2776, 1.1755], [1.7529, -2.3134, 3.0766], [1.8052, -2.0101, 1.1745], [1.8683, 3.1855, -1.9591], [1.2044, 2.9107, -0.4057], [2.4644, 1.9192, -0.8443], [-0.4537, 1.6375, -1.7229], [1.0654, 0.8041, -2.5128]],
  "forces_ev_per_a": [[2.1, 0.3, -1.2], [3.4, 0.3, 2.8], [0.0, 1.6, 0.1], [-1.2, 1.1, 0.7], [-0.8, 0.4, -2.4], [-0.6, 0.8, -0.8], [-0.4, -0.1, -4.1], [-3.3, -1.5, -1.0], [-2.3, 0.4, -0.3], [2.8, -1.2, 0.6], [2.4, -0.2, 2.0], [-0.5, 0.1, 0.2], [-3.5, -0.5, 1.2], [0.6, -0.2, -0.3], [0.7, -0.4, -0.5], [-0.4, -1.1, 0.2], [-0.9, 1.2, 2.0], [1.6, -0.6, 0.4], [1.3, -0.4, -0.3], [-1.0, 0.0, 0.8]],
  "lowdin_spin": [0.1343, 0.2277, 0.2276, 0.3059, 0.0122, 0.0754, 0.0551, 0.2659, -0.0316, 0.0104, 0.6141, 0.0066, 0.0156, 0.0185, 0.0192, 0.0011, 0.0007, 0.0000, 0.0104, 0.0310]
}

Record 6
{
  "formula": "C6H9N5O",
  "method": "ωB97M-V with the def2-TZVPD basis set",
  "spin_multiplicity": 1,
  "total_energy_ha": -583.0228,
  "homo_lumo_gap_ha": 0.372,
  "e_homo_ev": -9.47,
  "smiles": "Cc1cn[nH]c1.Oc1nc[nH]n1",
  "lumo_ev": 0.6387,
  "charge": 0,
  "de_lowest_kj_mol": 0.0,
  "symbols": ["C", "C", "C", "C", "C", "C", "H", "H", "H", "H", "H", "H", "H", "H", "H", "N", "N", "N", "N", "N", "O"],
  "positions_angstrom": [[-1.8281, -1.4089, 0.7381], [-2.4433, -0.4460, -0.2594], [-2.0184, 0.8424, -0.6193], [-3.5775, -0.6175, -1.0003], [4.3331, 0.6466, 0.2687], [2.6486, 0.0275, 1.2671], [-0.7676, -1.5899, 0.5175], [-2.3091, -2.3926, 0.7172], [-1.9779, -1.0236, 1.7644], [-1.2130, 1.4776, -0.1847], [-4.6287, 0.7620, -2.0758], [-4.3747, -1.3333, -1.1295], [5.9931, 1.2157, 0.9167], [1.8809, -0.3025, 1.9741], [1.4701, 0.0694, -0.4656], [-2.8152, 1.4349, -1.5370], [-3.7391, 0.5037, -1.6949], [3.9227, 0.3113, 1.5028], [2.3497, 0.2245, -0.0190], [3.4557, 0.6339, -0.7238], [5.6388, 0.9648, 0.0427]],
  "forces_ev_per_a": [[-0.3, 0.3, 0.0], [0.6, -0.8, 0.7], [0.9, 1.9, -0.1], [-0.7, -0.2, 0.0], [1.4, 0.5, -1.1], [-0.5, 0.1, 0.3], [-0.2, 0.2, 0.3], [0.0, 0.2, -0.2], [0.4, -0.2, -0.4], [-0.5, -0.9, -0.5], [0.0, 0.1, -0.6], [0.4, -0.5, 0.4], [0.0, -0.3, -0.5], [0.6, 0.2, -0.2], [-0.2, 0.0, -0.3], [0.7, -0.8, 1.8], [-1.4, 0.6, -1.3], [-1.0, -0.3, -0.1], [0.5, -0.1, 0.1], [-0.1, -0.3, 1.2], [-0.7, 0.2, 0.5]],
  "lowdin_charge": [-0.0556, -0.2852, -0.1388, -0.0843, -0.5110, -0.1809, 0.0615, 0.0728, 0.0814, 0.1135, 0.1479, 0.1259, 0.1136, 0.1257, 0.1317, 0.0397, -0.0739, 0.1287, -0.0006, 0.1269, 0.0609]
}

Record 7
{
  "formula": "C6H9N5O",
  "method": "ωB97M-V with the def2-TZVPD basis set",
  "spin_multiplicity": 1,
  "total_energy_ha": -582.8494,
  "homo_lumo_gap_ha": [0.220, 0.259],
  "e_homo_ev": [-6.89, -7.16],
  "lumo_ev": [-0.8905, -0.1099],
  "charge": 0,
  "de_lowest_kj_mol": 455.4,
  "symbols": ["C", "C", "C", "C", "C", "C", "N", "N", "N", "N", "N", "O", "H", "H", "H", "H", "H", "H", "H", "H", "H"],
  "positions_angstrom": [[-1.4894, 1.4973, 1.1499], [-0.1614, 2.1050, -0.4486], [0.1504, 0.7574, -0.1957], [-0.6098, -0.7314, 1.5915], [0.4968, 3.0120, -1.4037], [1.1267, -3.4139, -0.6297], [-1.0565, 2.5327, 0.4491], [0.7515, -0.0097, -1.0708], [0.8240, -1.2640, -1.1203], [-0.7900, 0.4285, 0.9049], [1.2466, -2.0453, -0.1807], [-1.3610, -1.1457, 2.6021], [-2.3651, 1.7244, 1.7539], [0.0952, -1.3989, 1.1730], [0.0625, 4.0083, -1.5423], [1.5208, 3.0297, -1.1451], [0.4553, 2.5167, -2.3695], [1.7981, -4.0334, -0.0319], [0.1160, -3.6592, -0.4994], [1.1975, -3.4697, -1.8078], [-2.0083, -0.4407, 2.8209]],
  "forces_ev_per_a": [[-1.7, 3.3, 0.9], [-0.1, 0.9, 1.7], [-1.2, 0.7, -0.2], [-0.3, 0.8, -0.7], [-0.7, -0.6, -1.0], [0.8, 0.3, -2.4], [-0.3, 0.6, -1.3], [0.2, 1.5, 0.6], [1.1, -3.8, 0.3], [1.9, -3.8, 0.0], [-0.6, 2.3, -1.6], [-0.8, 1.2, 0.1], [0.4, -1.1, 0.4], [0.6, -0.6, 0.2], [0.0, -0.4, 0.6], [1.3, 0.5, 0.1], [0.1, 0.0, -0.4], [-0.1, -0.1, -0.5], [-1.5, -1.0, 0.7], [0.6, -0.1, 2.3], [0.3, -0.6, 0.1]],
  "lowdin_charge": [-0.2051, -0.3032, -0.1683, -0.1086, -0.0334, -0.1394, 0.1117, 0.0868, -0.0754, 0.0277, -0.0727, 0.1037, 0.1293, 0.0727, 0.0884, 0.0655, 0.0763, 0.0691, 0.0375, 0.1126, 0.1247]
}

Record 8
{
  "formula": "C6H9N6S",
  "method": "ωB97M-V with the def2-TZVPD basis set",
  "spin_multiplicity": 1,
  "total_energy_ha": -960.2944,
  "homo_lumo_gap_ha": [0.262, 0.262],
  "e_homo_ev": [-11.79, -11.79],
  "lumo_ev": [-4.6536, -4.6534],
  "charge": 1,
  "de_lowest_kj_mol": 480.0,
  "symbols": ["C", "C", "C", "C", "C", "C", "N", "N", "N", "N", "N", "N", "S", "H", "H", "H", "H", "H", "H", "H", "H", "H"],
  "positions_angstrom": [[-4.3805, -0.4711, -0.7785], [-4.0059, 1.4830, -0.0899], [3.8699, 1.7171, 0.0085], [1.5903, 1.1015, -0.7801], [-1.5298, 1.2146, 0.0016], [-0.2253, -1.6265, 0.5526], [-4.9346, 0.7593, -0.5117], [-3.1279, -0.5219, -0.4726], [2.6953, 1.7679, -0.4407], [-2.7613, 0.7383, -0.0635], [-0.0585, -0.4952, -0.3188], [1.0861, 0.0655, -0.1119], [-0.5854, 2.3863, 0.3653], [-4.9662, -1.3521, -0.8258], [-4.0929, 2.3763, 0.3767], [4.2087, 2.7437, 0.2220], [4.4606, 0.7832, 0.3060], [1.3093, 1.3475, -1.7740], [-0.4025, -2.4445, -0.0810], [0.6766, -1.7511, 1.1496], [-1.1633, -1.4691, 1.0836], [1.5679, -0.1606, 0.7650]],
  "forces_ev_per_a": [[1.0, 0.7, 1.9], [1.8, -1.8, -0.2], [-0.2, -0.1, 0.8], [1.0, -0.5, 0.2], [1.2, -1.4, 0.7], [-0.8, 1.1, 0.4], [-1.7, 0.0, -0.5], [1.6, -1.3, -0.7], [-0.4, 0.2, 0.5], [-1.8, 0.5, -0.7], [-1.3, 1.0, -1.5], [1.0, 0.8, 0.4], [-0.4, 0.4, -0.4], [-0.4, -0.6, -0.9], [0.0, 2.9, 0.9], [0.9, -0.8, 0.1], [-0.7, 1.2, -0.7], [-1.0, -0.3, -0.6], [0.0, -1.5, -0.7], [-0.3, -0.4, 0.5], [0.3, -0.3, 0.6], [0.1, 0.1, 0.0]],
  "lowdin_charge": [-0.1239, -0.0677, 0.0497, -0.2056, -0.5521, -0.0734, 0.1353, 0.1170, 0.0175, -0.1038, -0.0764, -0.0663, 0.9507, 0.1219, 0.1086, 0.0995, 0.1222, 0.1394, 0.0742, 0.0883, 0.0771, 0.1676]
}